{"formula": "C47H91BBr2N3O8P2", "method": "ωB97M-V/def2-TZVPD", "species": ["C", "C", "C", "O", "C", "C", "P", "C", "C", "N", "B", "O", "C", "C", "C", "C", "P", "C", "C", "C", "N", "C", "C", "C", "N", "C", "C", "C", "C", "C", "C", "C", "O", "C", "Br", "C", "C", "Br", "H", "H", "H", "H", "H", "H", "H", "H", "H", "H", "H", "H", "H", "H", "H", "H", "H", "H", "H", "H", "H", "H", "H", "H", "H", "H", "H", "H", "H", "H", "H", "H", "H", "H", "H", "H", "H", "H", "H", "H", "H", "H", "H", "H", "H", "H", "H", "H", "H", "H", "H", "C", "C", "C", "O", "C", "H", "H", "H", "H", "H", "H", "H", "H", "C", "C", "C", "O", "C", "H", "H", "H", "H", "H", "H", "H", "H", "C", "C", "C", "O", "C", "H", "H", "H", "H", "H", "H", "H", "H", "C", "C", "C", "O", "C", "H", "H", "H", "H", "H", "H", "H", "H", "C", "C", "C", "O", "C", "H", "H", "H", "H", "H", "H", "H", "H"], "positions_angstrom": [[4.050345, 1.036404, -2.772439], [2.449351, 1.058124, -3.129394], [1.479605, 0.650178, -1.821832], [0.494762, -0.219025, -2.293648], [0.043073, -1.403032, -1.623704], [1.058142, -2.118168, -0.533484], [2.860753, -2.403139, -1.218227], [3.472902, -4.096471, -0.473336], [2.785132, -2.787286, -3.124585], [0.958990, -1.689432, 0.869489], [2.139547, -1.148947, 1.568347], [2.187783, 0.337602, 1.810658], [3.435854, -1.981908, 2.203333], [4.793659, -1.365320, 1.525605], [-0.384599, -1.267292, 1.328922], [-1.286600, -0.515202, 0.122785], [-2.750366, 0.102258, 1.134914], [-4.234514, 0.771780, 0.152541], [-2.069054, 1.708134, 2.025143], [-3.262251, 2.204804, 3.087375], [-1.440726, -1.333016, -1.124242], [-2.176449, -0.764612, -2.285371], [-2.476766, 0.731325, -2.643280], [-1.778823, 2.024916, -1.982996], [-2.673108, 3.226653, -2.379493], [-1.851868, 4.456246, -2.660920], [-0.922435, 5.001823, -1.434086], [-1.379201, 5.299931, 0.109730], [-0.328492, 5.913545, 1.257213], [1.254494, 6.274764, 0.886240], [1.732523, 5.949634, -0.660841], [0.674701, 5.336047, -1.802015], [1.257786, 5.124955, -3.144550], [-1.966061, -2.750176, -0.918056], [-3.826825, -2.905566, -0.105726], [-2.039035, -3.773252, -2.166813], [-0.751777, -4.838612, -2.275028], [-3.640570, -5.026937, -1.947781], [4.324895, 0.554836, -1.741270], [4.583678, 0.369050, -3.598479], [4.464642, 2.126772, -2.929596], [2.077890, 2.029019, -3.676265], [2.278245, 0.170847, -3.909171], [1.037802, 1.703800, -1.469978], [2.232687, 0.357017, -0.989009], [0.124281, -2.207897, -2.513162], [0.724294, -3.270203, -0.527435], [4.481619, -3.958217, 0.143697], [3.677515, -4.899355, -1.300312], [2.676340, -4.464120, 0.336481], [2.033640, -2.100773, -3.701182], [2.338858, -3.891850, -3.196378], [3.867474, -2.823968, -3.573368], [2.712838, 0.791996, 1.089781], [3.325698, -3.144130, 2.142744], [3.459243, -1.690497, 3.351413], [5.473731, -0.962989, 2.390570], [4.498324, -0.433305, 0.850583], [5.383982, -2.096173, 0.828516], [-0.303062, -0.496411, 2.220059], [-1.000253, -2.204199, 1.739776], [-0.596642, 0.446334, -0.048425], [-3.979350, 1.873815, -0.226288], [-5.150102, 0.885794, 0.884876], [-4.570358, 0.099421, -0.762573], [-1.924259, 2.601800, 1.287325], [-1.134392, 1.463342, 2.691168], [-3.966555, 2.973511, 2.506010], [-2.686285, 2.805425, 3.923952], [-3.887310, 1.313372, 3.518939], [-3.245130, -1.308182, -2.354760], [-1.654472, -1.244552, -3.256435], [-3.652785, 0.948963, -2.548180], [-2.313254, 0.887416, -3.822553], [-1.744653, 2.091138, -0.819445], [-0.768957, 2.231298, -2.534711], [-3.178853, 2.957971, -3.260380], [-1.163631, 4.219970, -3.583639], [-2.625494, 5.325929, -2.924761], [-2.477292, 5.089210, 0.449148], [-0.673371, 6.160907, 2.373280], [2.025730, 6.737244, 1.638365], [2.864166, 6.208021, -0.939506], [2.048108, 4.497262, -3.008613], [-1.366414, -3.363919, -0.086159], [-2.167527, -3.345180, -3.237154], [0.085902, -4.386598, -2.983333], [-1.157122, -5.801463, -2.806065], [-0.309323, -5.091079, -1.210448], [-1.224866, 2.005163, -7.885945], [0.221039, 2.424702, -7.822072], [0.308128, 3.053402, -6.448467], [-0.648484, 2.378029, -5.620283], [-1.494316, 1.579358, -6.459287], [-1.420693, 1.211862, -8.611759], [-1.850688, 2.868065, -8.143016], [0.866350, 1.539598, -7.869423], [0.516927, 3.106880, -8.623071], [0.034776, 4.113470, -6.478447], [1.305353, 2.962510, -6.008304], [-1.225489, 0.529193, -6.301430], [-2.539359, 1.719432, -6.169539], [-4.312234, 2.012108, 7.919665], [-5.166656, 3.253173, 7.898312], [-4.988226, 3.736221, 6.475474], [-4.769001, 2.573024, 5.665512], [-4.529768, 1.453999, 6.530256], [-4.581796, 1.306439, 8.709505], [-3.259293, 2.288627, 8.050782], [-6.215179, 2.984489, 8.072914], [-4.876571, 3.999788, 8.641905], [-4.106990, 4.379644, 6.381693], [-5.860486, 4.283094, 6.105941], [-5.415311, 0.810060, 6.495771], [-3.669815, 0.884526, 6.167113], [-3.258352, -9.653606, -2.384186], [-2.189607, -10.715915, -2.388620], [-1.089820, -10.055535, -3.191121], [-1.195725, -8.644074, -2.959411], [-2.441437, -8.382970, -2.298158], [-3.975782, -9.755319, -1.566000], [-3.811073, -9.679252, -3.330853], [-1.845494, -10.899921, -1.364019], [-2.516840, -11.667333, -2.815512], [-1.221998, -10.228827, -4.264370], [-0.093624, -10.402400, -2.901742], [-2.219077, -8.124255, -1.257170], [-2.938495, -7.531402, -2.770868], [6.080446, 4.814158, 1.924495], [6.369760, 6.292028, 1.978647], [6.188271, 6.703544, 0.533878], [5.203906, 5.825001, -0.028539], [4.980362, 4.744653, 0.888035], [5.786616, 4.388242, 2.887168], [6.965891, 4.275503, 1.566477], [5.623521, 6.793156, 2.606403], [7.361914, 6.532015, 2.369226], [7.114986, 6.575184, -0.035409], [5.856996, 7.741007, 0.431953], [3.995575, 4.892425, 1.344532], [4.974431, 3.795558, 0.345012], [0.549804, -1.593254, 5.801397], [1.474074, -2.015665, 6.914064], [0.905849, -3.362861, 7.303709], [0.326890, -3.928523, 6.119666], [0.261211, -2.909204, 5.112736], [0.982204, -0.846810, 5.130328], [-0.374787, -1.181424, 6.223137], [2.491621, -2.137896, 6.524530], [1.509627, -1.310219, 7.748089], [0.109285, -3.258099, 8.047936], [1.667507, -4.040110, 7.700789], [1.021370, -3.136532, 4.357413], [-0.721980, -2.926079, 4.634466]], "forces_ev_per_a": [[0.145, 0.248, -1.385], [-0.358, -1.834, -0.275], [2.720, 4.244, -0.045], [-1.525, -1.732, 1.258], [3.704, -2.634, -1.607], [-1.908, -3.216, -0.450], [1.291, 0.366, -0.070], [-0.150, -0.747, 1.025], [-1.339, -1.803, -0.061], [0.202, 1.112, -0.368], [1.380, 1.794, 0.748], [0.401, -1.951, -1.421], [-0.346, 0.237, 0.113], [0.147, 0.797, 0.064], [-1.365, -0.453, -0.098], [2.151, 2.429, 2.542], [-1.158, 0.467, 1.714], [-0.543, 1.541, -1.101], [-0.925, 0.536, 0.400], [0.599, 0.640, -0.794], [1.511, 0.010, -0.409], [-2.718, -1.333, -4.161], [-1.333, 2.280, -0.917], [-0.307, 1.163, -0.960], [0.827, -0.883, -0.049], [0.036, 1.049, -0.253], [3.201, 1.189, 2.277], [3.739, 0.899, -0.691], [1.712, -0.210, -3.195], [-3.267, -2.205, -3.890], [-3.283, -0.275, 1.373], [-0.120, 0.748, 3.541], [-0.153, -1.102, 3.138], [-0.396, -3.492, 1.733], [1.354, 2.689, 0.953], [1.268, -1.388, -1.371], [-0.183, 0.419, -0.352], [1.340, -0.177, -1.567], [-0.677, 1.168, -1.867], [-1.049, 1.441, 1.803], [-0.562, -2.250, 0.752], [0.789, -1.803, 1.300], [0.210, 1.983, 1.623], [0.483, -2.401, -0.501], [-1.750, -0.433, -1.378], [-0.942, 1.657, 2.059], [0.070, 2.311, -0.378], [-2.233, -0.023, -1.520], [-0.648, 1.472, 1.575], [1.640, 0.525, -1.952], [1.774, -1.042, 1.042], [1.013, 2.251, -0.134], [-2.179, 0.391, 0.979], [-0.917, -0.747, 1.358], [0.402, 2.209, 0.072], [-0.131, -0.623, -2.255], [-1.078, -0.860, -1.881], [0.812, -1.963, 1.408], [-1.172, 1.312, 1.520], [-0.139, -1.529, -1.985], [1.181, 2.000, -0.833], [-1.436, -2.254, -0.562], [-0.715, -2.336, 0.503], [1.973, -0.462, -1.307], [0.772, 1.371, 2.082], [0.275, -1.641, 1.349], [-1.611, 0.467, -1.695], [1.396, -1.826, 1.438], [-1.526, -1.350, -1.554], [1.308, 1.846, -0.746], [2.369, 1.204, 0.673], [-0.893, 1.192, 2.411], [2.608, -0.731, 0.131], [-0.035, -0.649, 2.655], [0.329, -0.548, -2.232], [-1.425, -0.721, 1.454], [0.784, 0.622, 1.055], [-0.985, 0.873, 1.779], [1.787, -1.873, 0.441], [2.303, 0.441, -0.828], [0.578, -0.743, -2.887], [-1.839, -1.045, -1.571], [-2.761, -0.744, 0.470], [-1.728, 1.517, -0.154], [-1.015, 2.038, -1.957], [0.006, -0.402, 2.185], [-1.649, -0.848, 1.641], [0.957, 1.838, 1.198], [-0.968, 0.417, -2.232], [-0.570, 0.130, -0.368], [0.584, -0.194, -0.212], [0.106, 0.469, 0.227], [-0.101, -0.137, -0.135], [-0.011, -0.198, 0.323], [-0.003, 0.095, 0.111], [0.033, -0.147, 0.016], [-0.021, 0.118, -0.030], [-0.027, -0.079, 0.137], [0.116, -0.006, -0.012], [-0.136, 0.004, 0.070], [-0.068, -0.097, -0.056], [0.068, 0.036, 0.068], [0.544, -0.237, 0.303], [-0.529, 0.249, 0.301], [0.086, 0.269, -0.327], [-0.035, -0.010, 0.410], [-0.230, -0.218, -0.315], [0.045, 0.064, -0.117], [-0.097, -0.076, 0.015], [0.111, 0.083, 0.002], [-0.047, -0.074, -0.114], [-0.036, 0.094, 0.046], [0.115, -0.101, -0.070], [0.066, -0.086, 0.048], [-0.055, 0.064, -0.096], [-0.616, 0.090, -0.211], [0.216, -0.493, 0.376], [0.315, -0.014, -0.380], [-0.225, -0.085, 0.115], [0.171, 0.246, 0.075], [0.082, 0.039, -0.099], [0.017, 0.029, 0.132], [-0.026, -0.037, -0.125], [0.075, 0.124, 0.043], [0.037, -0.092, 0.023], [-0.065, 0.146, -0.053], [-0.108, 0.067, 0.057], [0.189, -0.172, 0.008], [0.325, -0.591, 0.091], [-0.043, 0.489, 0.411], [0.192, 0.229, -0.404], [0.024, -0.112, 0.246], [-0.414, 0.016, -0.112], [0.013, 0.028, -0.130], [-0.108, 0.018, 0.071], [0.117, -0.010, -0.044], [-0.134, -0.004, -0.073], [0.020, 0.086, 0.048], [-0.027, -0.146, -0.090], [-0.021, -0.131, 0.028], [-0.030, 0.102, -0.078], [-0.458, 0.464, -0.135], [0.621, 0.108, 0.196], [-0.207, -0.326, 0.282], [0.089, 0.412, -0.133], [0.001, -0.421, -0.135], [-0.033, -0.042, 0.032], [0.086, -0.011, -0.094], [-0.074, 0.026, 0.090], [0.003, -0.113, -0.091], [0.080, 0.014, 0.066], [-0.146, -0.014, -0.097], [0.023, 0.057, -0.131], [0.026, -0.115, 0.058]], "lowdin_charge": [-0.13, -0.17, -0.22, -0.13, -0.21, -0.35, 0.96, -0.29, -0.29, -0.05, -0.49, 0.00, -0.16, -0.15, -0.15, -0.38, 0.90, -0.32, -0.38, -0.18, -0.18, -0.16, -0.14, -0.21, -0.11, -0.21, -0.07, -0.03, -0.06, -0.06, 0.00, -0.13, -0.10, -0.55, 0.66, -0.62, -0.13, 0.63, 0.06, 0.09, 0.08, 0.10, 0.10, 0.14, 0.09, 0.16, 0.10, 0.05, 0.06, 0.07, 0.04, 0.04, 0.07, 0.09, 0.09, 0.12, 0.09, 0.06, 0.07, 0.13, 0.13, 0.15, 0.06, 0.07, 0.03, 0.06, 0.08, 0.09, 0.09, 0.07, 0.14, 0.16, 0.12, 0.13, 0.09, 0.11, 0.10, 0.11, 0.14, 0.08, 0.09, 0.08, 0.10, 0.11, 0.13, 0.10, 0.08, 0.07, 0.10, -0.17, -0.17, -0.20, -0.17, -0.22, 0.12, 0.12, 0.12, 0.12, 0.12, 0.11, 0.11, 0.11, -0.18, -0.18, -0.20, -0.18, -0.21, 0.12, 0.12, 0.12, 0.12, 0.12, 0.12, 0.12, 0.11, -0.18, -0.18, -0.20, -0.15, -0.25, 0.12, 0.12, 0.12, 0.12, 0.12, 0.12, 0.12, 0.04, -0.18, -0.18, -0.20, -0.16, -0.22, 0.12, 0.12, 0.12, 0.12, 0.12, 0.12, 0.10, 0.11, -0.18, -0.18, -0.20, -0.13, -0.21, 0.11, 0.12, 0.12, 0.12, 0.12, 0.12, 0.11, 0.11], "multiplicity": 1, "lumo_ev": -2.76, "total_energy_ev": -230376.8563, "total_charge": 1, "orbital_gap_ev": 7.106}